No. 1
{
  "formula": "C44H38As2ClN5O8Ti",
  "method": "ωB97M-V/def2-TZVPD",
  "elements": ["Ti", "O", "Cl", "O", "O", "O", "O", "C", "O", "C", "C", "C", "N", "C", "C", "C", "O", "O", "H", "H", "H", "N", "C", "C", "C", "N", "C", "N", "C", "As", "C", "C", "C", "C", "C", "C", "C", "C", "H", "H", "H", "H", "H", "H", "H", "H", "H", "H", "H", "H", "H", "N", "C", "C", "C", "C", "C", "C", "H", "H", "H", "H", "H", "H", "H", "C", "C", "C", "C", "C", "C", "As", "C", "C", "C", "C", "C", "C", "C", "C", "C", "C", "C", "C", "H", "H", "H", "H", "H", "H", "H", "H", "H", "H", "H", "H", "H", "H", "H"],
  "coordinates": [[-0.3360, -0.6711, 1.1795], [-3.2476, -3.6418, 0.5305], [-2.8402, -2.2558, 0.5449], [-3.7796, -1.4252, 1.2773], [-1.1747, 0.3955, 0.0823], [-1.5159, -2.2578, 1.4333], [-2.9406, 0.4935, 7.6055], [-1.9507, -0.2141, 7.3429], [-1.2223, -0.9089, 8.0711], [-1.5620, -0.2323, 5.8393], [-2.3073, 0.4731, 4.9109], [-1.9413, 0.4579, 3.5764], [-0.8545, -0.1943, 3.1526], [-0.1484, -0.9213, 4.0443], [-0.4690, -0.9660, 5.3768], [1.0041, -1.7223, 3.4436], [1.6708, -2.4817, 4.0996], [1.1549, -1.4872, 2.1558], [-3.1746, 1.0197, 5.2553], [-2.5191, 0.9681, 2.8173], [0.1146, -1.5601, 6.0659], [0.6636, 0.0016, -2.8503], [0.7356, 0.1184, -3.9997], [0.7907, 0.2781, -5.4048], [1.7637, -0.4214, -6.1656], [2.5525, -0.9892, -6.7923], [-0.1522, 1.1197, -6.0475], [-0.9275, 1.8123, -6.5568], [2.3286, -2.2544, -1.4789], [0.5151, -2.3104, -0.8376], [-0.6552, -2.6703, -2.3374], [0.5210, -4.0877, 0.0271], [1.1793, -5.1622, -0.7840], [2.5144, -5.4995, -0.5695], [3.1425, -6.4660, -1.3421], [2.4440, -7.1204, -2.3475], [1.1086, -6.8046, -2.5627], [0.4843, -5.8376, -1.7869], [2.4482, -2.9397, -2.3166], [2.9729, -2.5659, -0.6576], [2.5643, -1.2379, -1.7867], [-0.0907, -3.1393, -3.1422], [-1.0767, -1.7335, -2.6876], [-1.4443, -3.3416, -1.9986], [-0.5194, -4.3268, 0.2445], [1.0314, -3.9414, 0.9799], [3.0646, -4.9960, 0.2173], [4.1822, -6.7070, -1.1579], [2.9338, -7.8705, -2.9555], [0.5493, -7.3123, -3.3387], [-0.5605, -5.6051, -1.9558], [1.4365, 0.7711, 0.9164], [1.7712, 1.5780, 2.0376], [1.4589, 2.9368, 1.9867], [1.7122, 3.7615, 3.0715], [2.2944, 3.2526, 4.2253], [2.6499, 1.9096, 4.2643], [2.4038, 1.0825, 3.1781], [2.1319, 0.0287, 0.8596], [1.6564, 1.4893, -0.1020], [1.0323, 3.3389, 1.0762], [1.4502, 4.8113, 3.0115], [2.4792, 3.8940, 5.0772], [3.1214, 1.4960, 5.1471], [2.7277, 0.0493, 3.2091], [-3.2543, 4.9959, 1.8474], [-3.5726, 4.9462, 0.4951], [-2.9690, 4.0090, -0.3305], [-2.0331, 3.1109, 0.1821], [-1.7048, 3.1852, 1.5313], [-2.3174, 4.1133, 2.3659], [-1.0920, 1.8803, -1.0401], [2.3657, 2.3387, -1.0489], [2.0626, 2.9640, -2.2592], [3.0345, 3.3419, -3.1792], [4.3799, 3.1081, -2.9126], [4.7270, 2.5040, -1.7093], [3.7307, 2.1374, -0.8089], [-2.6746, 1.3619, -2.0378], [-3.7703, 0.7365, -1.4448], [-4.8426, 0.3412, -2.2289], [-4.8285, 0.5719, -3.6034], [-3.7387, 1.1895, -4.1964], [-2.6580, 1.5767, -3.4100], [-3.7341, 5.7206, 2.4934], [-4.3026, 5.6327, 0.0837], [-3.2441, 3.9664, -1.3786], [-0.9505, 2.5255, 1.9430], [-2.0528, 4.1455, 3.4158], [1.0251, 3.1534, -2.5233], [2.7391, 3.8038, -4.1150], [5.1406, 3.3789, -3.6357], [5.7692, 2.3067, -1.4801], [4.0447, 1.6653, 0.1225], [-3.7802, 0.5490, -0.3775], [-5.6895, -0.1528, -1.7686], [-5.6675, 0.2553, -4.2113], [-3.6988, 1.3519, -5.2660], [-1.7943, 2.0284, -3.8860]],
  "relative_energy_kj_mol": 323.61,
  "energy_ev": -227389.482,
  "total_charge": -2,
  "e_homo_ev": -3.20,
  "lumo_ha": 0.1059
}

No. 2
{
  "formula": "C44H38B2F19N9O5PTi",
  "method": "ωB97M-V/def2-TZVPD",
  "elements": ["Ti", "C", "C", "N", "O", "B", "F", "F", "O", "N", "C", "C", "C", "N", "O", "B", "F", "F", "O", "N", "C", "C", "C", "H", "H", "H", "H", "H", "H", "H", "H", "H", "H", "H", "H", "C", "C", "N", "C", "C", "N", "C", "N", "N", "N", "C", "C", "C", "C", "C", "C", "H", "H", "H", "H", "H", "H", "H", "H", "H", "H", "H", "C", "C", "O", "C", "F", "F", "F", "C", "F", "F", "F", "H", "H", "H", "F", "C", "F", "F", "C", "C", "C", "C", "C", "C", "P", "C", "C", "C", "C", "C", "C", "C", "F", "F", "F", "C", "C", "C", "C", "C", "C", "C", "F", "F", "F", "H", "H", "H", "H", "H", "H", "H", "H", "H", "H", "H", "H"],
  "coordinates": [[-0.9198, -21.6710, -1.9203], [-3.8556, -19.1183, 0.2228], [-2.7108, -19.9650, -0.1915], [-2.7662, -20.9285, -0.9939], [-3.9912, -21.1529, -1.5677], [-4.2684, -20.3097, -2.8253], [-4.1820, -18.8897, -2.4553], [-5.6061, -20.5322, -3.1731], [-3.3382, -20.6477, -3.8188], [-2.0206, -20.4207, -3.3581], [-1.4181, -19.5130, -4.0694], [-2.1316, -18.6005, -4.9884], [0.0720, -19.5713, -3.7980], [0.3744, -20.4657, -2.9295], [1.6324, -20.4301, -2.3831], [1.7084, -19.5675, -1.0846], [1.3661, -18.2578, -1.4510], [2.9926, -19.7375, -0.6226], [0.8548, -20.0683, 0.0298], [-0.4136, -20.2441, -0.3560], [-1.3141, -19.6450, 0.3058], [-1.2086, -18.6511, 1.3934], [1.0782, -18.5926, -4.3373], [-3.7797, -18.1867, -0.3364], [-3.8858, -18.8841, 1.2688], [-4.7510, -19.6016, -0.0746], [-1.4410, -17.9713, -5.4933], [-2.9190, -18.1135, -4.4002], [-2.7289, -19.1662, -5.6935], [-1.5858, -17.6749, 0.9955], [-0.1341, -18.5388, 1.6322], [-1.7657, -18.9048, 2.2598], [1.3401, -18.8288, -5.3681], [1.9656, -18.6955, -3.7620], [0.8061, -17.5553, -4.3278], [0.3437, -23.3683, -4.7719], [-1.1294, -23.4531, -4.5613], [-1.8278, -23.0498, -3.5132], [-3.1645, -23.3637, -3.7998], [-3.2200, -23.9311, -5.0107], [-1.9238, -24.0502, -5.4698], [-1.5734, -24.2830, -6.8566], [-2.6216, -23.8066, -7.7513], [-2.7060, -24.4774, -8.9520], [-3.5195, -23.8301, -9.7613], [-3.9062, -22.6790, -9.1474], [-4.8764, -21.7587, -9.5461], [-5.1358, -20.7248, -8.6749], [-4.4726, -20.6262, -7.4340], [-3.5604, -21.5307, -7.0013], [-3.2840, -22.5967, -7.8912], [0.5705, -22.5895, -5.5203], [0.7871, -24.2581, -5.1475], [0.8063, -23.0501, -3.8823], [-3.9827, -23.1742, -3.1176], [-4.0268, -24.3604, -5.6068], [-1.3885, -25.3261, -7.1387], [-0.6345, -23.7396, -7.1004], [-5.4214, -21.7899, -10.4591], [-5.8562, -19.9211, -9.0091], [-4.7996, -19.8462, -6.7942], [-3.0262, -21.3563, -6.0840], [2.1707, -23.9455, -0.3337], [0.6541, -24.0369, -0.5083], [0.1103, -23.1469, -1.4462], [-0.0703, -23.7121, 0.8700], [0.7089, -23.0070, 1.6970], [-0.4143, -24.8137, 1.5315], [-1.2409, -23.0217, 0.7258], [0.2734, -25.4232, -1.0340], [-1.0767, -25.5595, -1.1094], [0.6954, -25.6027, -2.2962], [0.7366, -26.4479, -0.3583], [2.4198, -22.9013, -0.1571], [2.6333, -24.1490, -1.2767], [2.4799, -24.6223, 0.4928], [-4.0140, -29.3199, -1.6126], [-5.1676, -28.6891, -1.7628], [-5.3722, -28.6976, -3.0913], [-6.0944, -29.4146, -1.1189], [-5.1811, -27.2474, -1.1966], [-6.2759, -26.8129, -0.4645], [-6.3398, -25.4642, -0.1313], [-5.3440, -24.5868, -0.6605], [-4.1575, -25.0520, -1.2072], [-4.0692, -26.4441, -1.3983], [-5.5430, -22.7621, -0.4416], [-5.3036, -22.3878, 1.2837], [-6.2658, -21.9720, 2.2626], [-5.9620, -21.9819, 3.5904], [-4.6543, -22.1482, 3.9921], [-3.6515, -22.3507, 3.0969], [-3.9681, -22.5373, 1.7369], [-4.2788, -22.3160, 5.4290], [-3.4215, -21.3547, 5.8484], [-3.6822, -23.4753, 5.6613], [-5.3772, -22.2179, 6.2631], [-7.0907, -22.0573, -1.0187], [-7.3068, -20.7543, -0.6450], [-8.4112, -20.0629, -1.1848], [-9.2065, -20.7236, -2.1130], [-8.9372, -22.0528, -2.4587], [-7.9009, -22.7566, -1.8853], [-10.3299, -20.1366, -2.8940], [-9.9913, -20.0668, -4.2124], [-11.4266, -20.8690, -2.8594], [-10.6415, -18.8902, -2.5229], [-7.1051, -27.4641, -0.2290], [-7.2077, -25.0693, 0.3996], [-3.3942, -24.3533, -1.3760], [-3.1929, -26.9635, -1.7729], [-7.2911, -21.7052, 2.0185], [-6.6984, -21.8030, 4.3596], [-2.6834, -22.5308, 3.4852], [-3.1536, -22.8648, 1.0571], [-6.6505, -20.3237, 0.1227], [-8.6941, -19.0134, -0.9577], [-9.5251, -22.5883, -3.1946], [-7.7634, -23.7797, -2.1377]],
  "relative_energy_kj_mol": 0.00,
  "energy_ev": -155284.409,
  "total_charge": 1,
  "e_homo_ev": [-11.19, -11.19],
  "lumo_ha": [-0.1335, -0.1984],
  "spin_multiplicity": 3
}